The following is a DFT calculation (ωB97M-V/def2-TZVPD) of a cluster of 15 separate species, C61H83N11O12 in total.

Computed properties:
Relative energy (zero: lowest compared OMol25 entry of this formula, charge and spin), kJ/mol: 0.00
Calculated total energy, eV: -105562.53578
HOMO level, hartree: -0.358
LUMO level, eV: 0.18

```
! wB97M-V def2-TZVPD RIJCOSX def2/J DEFGRID3
* xyz 0 1
N 4.240 3.016 -4.717
C 4.668 2.762 -3.483
C 4.511 1.534 -2.858
C 3.805 0.544 -3.532
C 3.455 0.747 -4.853
C 3.651 2.026 -5.381
H 5.200 3.536 -2.939
H 4.895 1.357 -1.865
H 3.530 -0.353 -2.992
H 2.842 0.016 -5.365
H 3.226 2.291 -6.343
N 3.799 -3.451 -0.176
C 4.168 -4.467 -0.953
C 5.300 -4.421 -1.775
C 6.016 -3.256 -1.849
C 5.613 -2.152 -1.087
C 4.488 -2.297 -0.306
H 3.568 -5.365 -0.870
H 5.586 -5.255 -2.402
H 6.943 -3.200 -2.406
H 6.223 -1.263 -1.019
H 4.121 -1.486 0.313
N 0.140 -4.774 -5.108
C 0.604 -3.794 -5.892
C 1.268 -2.701 -5.370
C 1.579 -2.641 -4.024
C 1.135 -3.677 -3.218
C 0.383 -4.694 -3.810
H 0.396 -3.752 -6.953
H 1.564 -1.986 -6.132
H 2.150 -1.816 -3.620
H 1.237 -3.620 -2.143
H -0.103 -5.373 -3.118
N 5.263 1.056 0.614
C 4.274 1.274 1.495
C 3.939 2.521 1.999
C 4.614 3.636 1.528
C 5.646 3.432 0.638
C 5.966 2.132 0.244
H 3.738 0.399 1.846
H 3.089 2.588 2.665
H 4.332 4.632 1.846
H 6.306 4.212 0.282
H 6.899 1.879 -0.249
N -1.994 -2.583 5.133
C -3.171 -3.156 5.384
C -4.055 -3.578 4.388
C -3.656 -3.361 3.086
C -2.481 -2.705 2.777
C -1.652 -2.360 3.853
H -3.399 -3.272 6.437
H -5.077 -3.829 4.633
H -4.227 -3.741 2.248
H -2.125 -2.489 1.781
H -0.648 -1.991 3.672
C 2.507 0.732 6.139
C 1.904 1.987 5.501
O 1.557 1.510 4.195
C 1.716 0.171 4.110
O 1.500 -0.500 3.151
O 2.106 -0.319 5.288
H 2.217 0.598 7.178
H 3.592 0.861 6.167
H 2.656 2.765 5.402
H 1.017 2.317 6.038
C -0.365 4.112 3.011
C -0.147 3.238 1.799
O 0.737 4.029 1.009
C 1.225 5.068 1.753
O 1.919 5.918 1.318
O 0.767 4.961 3.006
H -0.520 3.589 3.952
H -1.289 4.679 2.860
H -1.102 3.052 1.304
H 0.297 2.251 1.944
C 0.097 0.421 -5.424
C -1.104 1.176 -6.034
O -1.960 1.301 -4.912
C -1.636 0.437 -3.962
O -2.193 0.325 -2.905
O -0.493 -0.194 -4.259
H 0.928 1.019 -5.048
H 0.479 -0.332 -6.111
H -1.627 0.679 -6.850
H -0.826 2.184 -6.345
C -3.263 0.486 4.768
C -1.754 0.637 4.749
O -1.543 1.836 5.465
C -2.675 2.587 5.489
O -2.667 3.711 5.864
O -3.702 1.840 5.029
H -3.665 -0.097 5.596
H -3.676 0.150 3.820
H -1.404 0.732 3.717
H -1.257 -0.181 5.265
C 0.752 0.902 -1.653
C 1.307 -0.124 -0.667
C 0.223 -0.929 0.028
C -0.885 -0.220 0.654
N -1.745 0.364 1.139
H 0.220 1.697 -1.127
H 0.141 0.437 -2.427
H 1.620 1.391 -2.104
H 1.793 0.455 0.127
H 2.032 -0.781 -1.145
H 0.713 -1.636 0.700
H -0.251 -1.576 -0.722
C 2.369 -3.479 2.814
C 1.436 -4.689 2.948
C 1.266 -5.401 1.591
C 0.488 -4.704 0.580
N -0.144 -4.165 -0.210
H 2.233 -2.869 1.922
H 3.415 -3.776 2.679
H 2.376 -2.859 3.707
H 0.439 -4.332 3.219
H 1.733 -5.385 3.728
H 0.871 -6.409 1.732
H 2.265 -5.566 1.173
C -2.280 3.293 -1.179
C -3.234 2.435 -0.379
C -4.395 3.130 0.329
C -3.927 4.320 1.075
N -3.565 5.244 1.655
H -2.726 3.732 -2.071
H -1.502 2.638 -1.585
H -1.741 3.980 -0.525
H -2.712 1.837 0.377
H -3.605 1.619 -1.005
H -4.972 2.479 0.979
H -5.062 3.575 -0.416
C -5.393 0.019 0.934
C -6.191 -0.894 1.867
C -7.687 -0.563 1.946
C -8.447 -1.596 2.670
N -9.027 -2.412 3.233
H -4.367 -0.351 0.941
H -5.390 1.046 1.301
H -5.786 -0.049 -0.081
H -5.708 -0.792 2.844
H -6.085 -1.939 1.578
H -8.056 -0.532 0.918
H -7.940 0.379 2.433
C 1.056 3.676 -3.305
C 0.730 4.616 -2.137
C 1.771 5.732 -1.885
C 1.881 6.632 -3.036
N 1.956 7.296 -3.965
H 1.027 4.225 -4.246
H 0.325 2.861 -3.268
H 1.997 3.122 -3.248
H 0.599 3.980 -1.263
H -0.247 5.082 -2.272
H 2.739 5.307 -1.631
H 1.434 6.377 -1.073
C -2.585 -2.366 -2.542
C -2.808 -3.850 -2.854
C -4.166 -4.446 -2.447
C -4.623 -3.980 -1.140
N -4.991 -3.598 -0.125
H -3.124 -1.692 -3.211
H -1.531 -2.122 -2.685
H -2.879 -2.168 -1.511
H -2.030 -4.362 -2.278
H -2.542 -4.073 -3.888
H -4.048 -5.528 -2.459
H -4.939 -4.134 -3.152
*
```

---

The following is a DFT calculation (ωB97M-V/def2-TZVPD) of an isolated molecule of C19H18BrN3O3.

Computed properties:
Relative energy (zero: lowest compared OMol25 entry of this formula, charge and spin), kJ/mol: 41.22
Calculated total energy, eV: -100650.13693
HOMO level, hartree: -0.295
LUMO level, eV: 0.52

```
! wB97M-V def2-TZVPD RIJCOSX def2/J DEFGRID3
* xyz 0 1
C 0.910 -0.938 1.287
C 0.791 0.141 0.276
C -0.220 0.441 -0.591
N -1.449 -0.174 -0.856
C -1.715 -1.500 -0.853
O -0.912 -2.369 -0.591
C -3.193 -1.810 -1.148
O -3.568 -3.076 -0.665
C -3.338 -3.367 0.640
C -2.938 -2.440 1.598
C -2.701 -2.874 2.889
C -2.885 -4.185 3.278
C -3.321 -5.092 2.323
C -3.540 -4.696 1.020
H -3.857 -5.399 0.268
H -3.476 -6.123 2.603
H -2.691 -4.493 4.293
Br -2.071 -1.599 4.157
H -2.786 -1.401 1.357
H -3.342 -1.862 -2.231
H -3.839 -1.022 -0.736
H -2.092 0.460 -1.314
C 0.107 1.670 -1.280
O -0.542 2.280 -2.115
N 1.349 2.032 -0.778
C 2.229 2.939 -1.385
C 1.738 4.164 -1.826
C 2.591 5.058 -2.445
C 3.931 4.750 -2.614
C 4.416 3.528 -2.179
C 3.571 2.616 -1.573
H 3.943 1.651 -1.265
H 5.456 3.274 -2.323
H 4.594 5.455 -3.092
H 2.207 6.005 -2.793
H 0.693 4.391 -1.700
N 1.796 1.063 0.115
C 2.667 1.456 1.199
H 3.471 0.728 1.314
H 3.105 2.425 0.967
H 2.119 1.532 2.141
H 1.953 -1.166 1.489
H 0.410 -1.832 0.921
H 0.432 -0.639 2.221
*
```

---

The following is a DFT calculation (ωB97M-V/def2-TZVPD) of an isolated molecule of C5H7IN2O.

Computed properties:
Relative energy (zero: lowest compared OMol25 entry of this formula, charge and spin), kJ/mol: 269.22
Calculated total energy, eV: -18423.59044
HOMO level, hartree: -0.330
LUMO level, eV: 0.29

```
! wB97M-V def2-TZVPD RIJCOSX def2/J DEFGRID3
* xyz 0 1
C -2.296 -1.866 -0.174
C -1.038 -1.860 0.342
C -1.348 -0.304 -1.194
C 1.619 1.867 0.970
C 1.324 0.831 -0.245
N -2.418 -0.978 -1.152
N -0.456 -0.768 -0.230
O 0.676 -0.283 0.386
I 3.249 0.178 -1.024
H -3.104 -2.615 0.171
H -0.553 -2.348 1.184
H -1.409 0.572 -1.838
H 1.732 1.294 1.919
H 0.770 2.492 1.161
H 2.450 2.536 0.777
H 0.802 1.250 -1.053
*
```

---

The following is a DFT calculation (ωB97M-V/def2-TZVPD) of a structure of composition C19H29N3O3S.

Computed properties:
Relative energy (zero: lowest compared OMol25 entry of this formula, charge and spin), kJ/mol: 1938.10
Calculated total energy, eV: -41602.65168
HOMO level, hartree: -0.312
LUMO level, eV: 0.56

```
! wB97M-V def2-TZVPD RIJCOSX def2/J DEFGRID3
* xyz 0 1
C 3.642 3.770 -0.390
C 3.827 2.278 -0.271
C 2.721 1.571 -0.480
C 2.682 0.070 -0.304
C 3.858 -0.671 -0.057
C 4.884 0.236 0.336
C 4.780 1.563 0.274
H 5.727 2.321 0.138
H 5.824 -0.104 0.480
C 3.983 -2.018 0.285
H 3.606 -2.020 1.336
H 4.864 -2.204 0.028
H 3.305 -2.679 -0.504
N 1.507 -0.629 -0.438
S 0.712 -1.269 0.803
O 1.392 -0.822 2.192
O -0.634 -1.051 0.899
C 0.758 -3.114 0.988
H 1.849 -3.274 1.245
H -0.050 -3.349 1.653
H 0.603 -3.395 -0.204
C 0.452 -0.227 -1.375
C -0.476 -1.294 -1.667
O -0.263 -2.540 -1.656
N -1.753 -0.814 -2.030
N -2.014 0.333 -1.602
C -3.255 0.462 -1.222
C -3.441 2.281 -1.068
H -4.624 2.314 -0.906
H -2.989 2.601 -1.809
C -2.807 2.745 0.200
C -3.575 2.216 1.410
H -3.126 2.930 2.347
H -4.631 2.337 1.413
C -3.385 0.719 1.990
H -2.364 0.602 1.643
H -3.246 0.797 2.903
C -4.485 -0.164 1.880
C -4.229 -1.003 0.399
H -3.308 -1.306 0.550
H -4.820 -1.973 0.552
C -4.538 -0.227 -0.708
H -5.440 0.205 -0.893
H -4.513 -1.171 -1.734
H -4.737 -0.807 2.381
H -5.264 0.299 1.467
H -1.709 2.157 0.331
H -2.654 3.579 0.233
H -2.432 -1.625 -1.887
H 1.018 -0.151 -2.404
H 0.067 0.658 -1.361
H 1.649 1.982 -0.780
H 2.745 4.163 -0.610
H 4.140 3.960 -1.315
H 4.220 4.229 0.444
*
```

---

The following is a DFT calculation (ωB97M-V/def2-TZVPD) of a cluster of 2 separate species, C3H10O2 in total.

Computed properties:
Relative energy (zero: lowest compared OMol25 entry of this formula, charge and spin), kJ/mol: 28.87
Calculated total energy, eV: -7367.77729
HOMO level, hartree: -0.371
LUMO level, eV: 0.84

```
! wB97M-V def2-TZVPD RIJCOSX def2/J DEFGRID3
* xyz 0 1
C -2.148 0.773 0.495
C -0.632 0.716 0.516
C 0.043 1.941 -0.076
O -0.219 0.455 1.866
H -2.528 0.043 1.209
H -2.497 1.766 0.769
H -2.532 0.476 -0.483
H -0.343 -0.197 -0.012
H 0.286 1.803 -1.125
H -0.445 2.867 0.191
H 1.049 2.000 0.365
H 0.728 0.614 1.912
H 3.842 -4.488 -1.923
H 2.422 -4.622 -1.532
O 2.972 -4.147 -2.172
*
```

---

The following is a DFT calculation (ωB97M-V/def2-TZVPD) of a cluster of 16 separate species, H32O16 in total.

Computed properties:
Relative energy (zero: lowest compared OMol25 entry of this formula, charge and spin), kJ/mol: 299.88
Calculated total energy, eV: -33281.82590
HOMO level, hartree: -0.393
LUMO level, eV: 0.18

```
! wB97M-V def2-TZVPD RIJCOSX def2/J DEFGRID3
* xyz 0 1
O -0.228 1.665 -0.862
H -0.273 2.628 -1.029
H -0.980 1.346 -1.388
O 1.576 -0.402 2.387
H 1.770 -1.148 1.769
H 1.623 -0.878 3.226
O 4.174 -0.034 0.933
H 4.946 0.563 0.915
H 4.080 -0.146 1.891
O 2.168 0.526 -1.324
H 2.590 0.353 -0.462
H 1.271 0.869 -1.162
O 0.561 -2.657 -0.428
H 1.012 -2.308 -1.231
H -0.275 -2.167 -0.259
O -3.854 2.600 -3.273
H -4.044 1.657 -3.352
H -4.366 2.813 -2.498
O -5.512 1.583 -0.080
H -5.605 0.628 -0.078
H -4.999 1.558 0.750
O 4.334 -2.072 -0.977
H 4.079 -1.242 -1.380
H 5.095 -1.952 -0.413
O 1.971 -2.507 4.044
H 2.251 -3.140 4.731
H 2.069 -2.970 3.200
O -3.610 2.546 2.367
H -2.690 2.445 2.097
H -3.453 3.319 2.956
O 1.584 -1.989 -2.992
H 2.459 -2.289 -3.230
H 1.687 -1.061 -2.763
O -1.696 -1.067 0.668
H -1.313 -0.210 0.970
H -2.286 -1.362 1.382
O -1.412 3.619 -2.242
H -1.211 3.590 -3.182
H -2.316 3.276 -2.145
O 2.496 -2.788 1.231
H 1.757 -2.986 0.614
H 3.213 -2.362 0.713
O -2.605 0.111 -1.776
H -2.661 -0.257 -0.874
H -2.637 -0.687 -2.348
O -0.545 1.046 1.863
H 0.265 0.519 2.059
H -0.464 1.423 0.979
*
```

---

The following is a DFT calculation (ωB97M-V/def2-TZVPD) of a cluster of 9 separate species, C32H51F2O7 in total.

Computed properties:
Calculated total energy, eV: -53774.45355
HOMO level, hartree: -0.071
LUMO level, eV: 2.14

```
! wB97M-V def2-TZVPD RIJCOSX def2/J DEFGRID3
* xyz -1 1
C -29.217 25.505 -0.153
C -29.551 26.956 -0.687
O -29.052 28.000 0.175
H -29.842 24.710 -0.561
H -29.281 25.424 0.932
H -28.187 25.235 -0.386
H -30.633 27.052 -0.779
H -29.261 27.003 -1.736
F -24.722 22.956 -3.468
C -24.964 23.100 -4.806
C -24.529 22.078 -5.672
C -24.581 22.269 -7.042
C -25.161 23.400 -7.597
C -25.634 24.427 -6.738
C -25.571 24.231 -5.334
H -24.179 21.144 -5.257
H -24.251 21.558 -7.785
H -25.235 23.583 -8.659
H -26.132 25.313 -7.102
H -25.811 24.980 -4.594
F -30.996 22.352 -6.208
C -31.940 23.339 -6.448
C -31.651 24.655 -6.069
C -32.608 25.651 -6.306
C -33.784 25.370 -7.006
C -34.012 24.063 -7.384
C -33.177 23.036 -7.036
H -30.746 24.855 -5.514
H -32.304 26.628 -5.960
H -34.529 26.139 -7.147
H -34.951 23.795 -7.846
H -33.520 22.048 -7.303
C -33.915 22.492 -0.429
C -34.630 23.149 0.784
O -34.796 22.550 1.814
C -35.421 24.408 0.482
H -33.264 21.822 0.132
H -33.369 23.328 -0.867
H -34.595 22.065 -1.166
H -36.272 24.397 1.162
H -35.732 24.286 -0.556
H -34.853 25.314 0.695
C -27.322 30.756 -5.175
C -26.715 31.848 -4.200
O -26.822 31.878 -2.989
C -26.136 33.035 -4.871
H -28.404 30.861 -5.251
H -27.134 29.711 -4.930
H -26.911 30.865 -6.179
H -26.960 33.431 -5.465
H -25.345 32.691 -5.537
H -25.725 33.712 -4.123
C -26.406 17.636 -0.032
C -26.845 18.622 1.023
O -26.012 19.250 1.604
C -28.362 18.726 1.271
H -27.050 17.557 -0.907
H -26.223 16.706 0.506
H -25.413 17.977 -0.327
H -28.507 18.611 2.345
H -28.846 17.851 0.838
H -28.696 19.724 0.988
C -24.730 24.913 3.428
C -25.614 25.750 4.321
O -25.464 26.960 4.426
C -26.662 25.061 5.143
H -23.979 25.550 2.961
H -25.355 24.465 2.655
H -24.198 24.164 4.014
H -26.303 24.668 6.095
H -27.208 24.306 4.578
H -27.294 25.916 5.383
C -31.898 27.413 4.989
C -31.243 28.620 5.672
O -30.211 29.220 5.267
C -31.941 29.210 6.906
H -31.752 26.596 5.695
H -31.435 27.069 4.065
H -32.939 27.679 4.801
H -31.729 28.481 7.688
H -33.028 29.205 6.827
H -31.553 30.196 7.163
C -32.968 33.373 3.550
C -32.355 32.663 2.371
O -31.258 32.939 1.938
C -33.131 31.421 1.783
H -33.560 32.709 4.179
H -33.661 34.071 3.080
H -32.154 33.885 4.064
H -34.188 31.688 1.786
H -33.035 30.500 2.358
H -32.862 31.290 0.735
*
```

---

The following is a DFT calculation (ωB97M-V/def2-TZVPD) of a cluster of 2 separate species, C6H9NO2 in total.

Computed properties:
Relative energy (zero: lowest compared OMol25 entry of this formula, charge and spin), kJ/mol: 316.53
Calculated total energy, eV: -11950.03805
HOMO level, hartree: -0.358
LUMO level, eV: 0.67

```
! wB97M-V def2-TZVPD RIJCOSX def2/J DEFGRID3
* xyz 0 1
C -0.247 -2.695 -2.929
C -0.373 -2.110 -1.524
C 0.268 -2.982 -0.392
N 1.252 -1.933 -0.132
C 0.705 -1.041 -1.196
O 1.229 -0.171 -1.848
C -1.728 -1.652 -1.221
C -2.863 -1.293 -0.999
H 0.780 -3.040 -3.102
H -0.931 -3.546 -3.043
H -0.497 -1.934 -3.680
H -0.408 -3.186 0.449
H 0.714 -3.904 -0.786
H 2.185 -2.062 0.241
H -3.877 -1.042 -0.742
H 0.953 -0.157 1.043
O 0.587 0.801 0.726
H -0.372 0.742 0.822
*
```

---

The following is a DFT calculation (ωB97M-V/def2-TZVPD) of an isolated molecule of C2H3N2OP.

Computed properties:
Relative energy (zero: lowest compared OMol25 entry of this formula, charge and spin), kJ/mol: 357.75
Calculated total energy, eV: -16434.73908
HOMO level (alpha / beta), hartree: -0.270 / -0.274
LUMO level (alpha / beta), eV: -0.33 / -0.09

```
! wB97M-V def2-TZVPD RIJCOSX def2/J DEFGRID3
* xyz 0 1
C 1.044 0.799 -0.042
C 1.692 -0.355 -0.096
N -0.288 1.095 -0.023
N -1.352 0.350 -0.063
O 2.351 -1.287 0.072
P -1.985 -1.243 0.002
H 1.594 1.622 0.007
H -2.223 1.027 0.018
H -0.832 -2.008 0.123
*
```

---

The following is a DFT calculation (ωB97M-V/def2-TZVPD) of an isolated molecule of C3H9N2OP.

Computed properties:
Relative energy (zero: lowest compared OMol25 entry of this formula, charge and spin), kJ/mol: 496.19
Calculated total energy, eV: -17569.07040
HOMO level, hartree: -0.304
LUMO level, eV: 0.63

```
! wB97M-V def2-TZVPD RIJCOSX def2/J DEFGRID3
* xyz 0 1
C 1.852 -1.075 0.001
C -0.363 -0.018 1.683
C 0.005 1.692 -0.566
N -1.779 -0.459 -1.290
N -0.583 -1.025 -0.942
O -2.649 -1.184 -1.683
P 0.505 -0.059 0.022
H 2.215 -1.174 -1.075
H 2.654 -0.838 0.828
H -0.983 0.792 1.748
H -0.903 -0.971 1.734
H 0.308 0.156 2.492
H -0.116 1.605 -1.698
H -0.784 2.064 -0.096
H 0.908 2.443 -0.293
H -0.286 -1.948 -0.864
*
```

---

- What is the calculated total energy in the eighth record?
  -11950.03805 eV